{"formula": "C11H16N3", "method": "ωB97M-V with the def2-TZVPD basis set", "elements": ["C", "C", "C", "C", "C", "C", "C", "N", "C", "N", "C", "C", "N", "C", "H", "H", "H", "H", "H", "H", "H", "H", "H", "H", "H", "H", "H", "H", "H", "H"], "xyz": [[3.50518, -1.98133, 0.46572], [2.73088, -0.67400, 0.10207], [3.14786, 0.13986, -1.02385], [2.40573, 1.36329, -1.30795], [1.27383, 1.76650, -0.50575], [0.87388, 0.90393, 0.62217], [-0.40986, 1.39140, 1.42282], [-1.41229, 1.81439, 0.38643], [-2.14314, 0.84698, -0.15250], [-1.76808, -0.15056, -1.05748], [-2.73063, -1.30372, -0.97946], [-3.42681, -0.91477, 0.39496], [-3.56401, 0.55437, 0.11920], [1.59169, -0.31507, 0.94057], [2.93100, -2.65433, 1.14816], [3.76862, -2.57578, -0.44725], [4.44249, -1.67928, 1.01018], [4.03045, -0.12681, -1.64886], [2.73331, 1.98104, -2.17535], [0.71296, 2.70412, -0.72827], [-0.78616, 0.52940, 2.03051], [-0.13833, 2.23166, 2.10253], [-1.46398, 2.78615, 0.09509], [-0.80269, -0.50261, -0.94829], [-2.30374, -2.33009, -0.92307], [-3.52317, -1.17265, -1.76867], [-2.54115, -0.91319, 1.08961], [-4.34409, -1.45667, 0.71243], [-4.06602, 0.68515, -0.77431], [1.27627, -0.94735, 1.79858]], "e_tot_ev": -16127.5988, "smiles": "Cc1cccc(CNC2=[NH+]CCN2)c1", "total_charge": 1, "orbital_gap_ha": 0.2600, "multiplicity": 1, "e_homo_ev": -12.0}


{"formula": "C11H16N4O3", "method": "ωB97M-V with the def2-TZVPD basis set", "elements": ["O", "C", "O", "C", "C", "C", "C", "N", "C", "N", "N", "C", "O", "C", "C", "C", "C", "N", "H", "H", "H", "H", "H", "H", "H", "H", "H", "H", "H", "H", "H", "H", "H", "H"], "xyz": [[-2.67793, 1.79962, -1.70591], [-2.34183, 0.70424, -1.86809], [-3.14754, -0.31146, -2.34360], [-0.96517, 0.00698, -1.37823], [-1.38990, -1.23169, -0.72589], [-2.12090, -0.79446, 0.39870], [-3.34675, -0.16799, 0.67072], [-3.54318, -0.08533, 2.02165], [-2.28406, -0.45416, 2.58355], [-1.49736, -0.95600, 1.70230], [-0.42495, 1.03875, -0.53046], [0.86289, 1.22150, -0.15036], [1.20138, 2.01359, 0.72376], [1.97956, 0.34955, -0.70480], [2.23371, -0.93020, 0.06710], [3.26195, -0.53005, 1.10148], [4.11286, 0.50991, 0.32749], [3.35197, 0.96261, -0.79398], [-3.97144, 0.13217, -2.71665], [-0.52298, 0.08136, -2.42997], [-0.48128, -1.77721, -0.42883], [-1.99654, -1.73206, -1.50861], [-4.06491, 0.35994, -0.06689], [-4.40473, -0.07660, 2.46339], [-2.02630, -0.58719, 3.66569], [-1.06410, 1.74959, -0.22607], [1.75013, 0.18231, -1.75116], [2.66312, -1.70863, -0.55661], [1.31390, -1.31560, 0.58127], [2.79396, -0.26801, 2.04834], [3.85997, -1.37190, 1.55907], [4.91172, -0.25006, -0.03740], [4.58931, 1.42363, 0.85048], [3.38543, 2.01285, -0.84148]], "e_tot_ev": -23767.6218, "smiles": "O=C(O)[C@H](Cc1c[nH]cn1)NC(=O)[C@@H]1CCCN1", "orbital_gap_ha": 0.3179, "multiplicity": 1, "e_homo_ev": -8.3}


{"formula": "C11H16N4O3", "method": "ωB97M-V with the def2-TZVPD basis set", "elements": ["O", "C", "O", "C", "C", "C", "C", "N", "C", "N", "N", "C", "O", "C", "C", "C", "C", "N", "H", "H", "H", "H", "H", "H", "H", "H", "H", "H", "H", "H", "H", "H", "H", "H"], "xyz": [[0.93380, 3.58198, 0.30193], [0.35355, 2.59740, -0.00107], [-1.01179, 2.72597, -0.50354], [0.89643, 1.19042, 0.05086], [2.40462, 1.27909, -0.31809], [2.82197, -0.27502, -0.18851], [4.03913, -0.76756, 0.38133], [3.98217, -2.04404, 0.31433], [2.81500, -2.37685, -0.27771], [2.08060, -1.37672, -0.58906], [0.05093, 0.17456, -0.49968], [-1.07530, 0.00486, 0.35372], [-1.40844, 0.85530, 1.19004], [-1.87944, -1.24782, 0.21634], [-2.51335, -1.13257, -1.25372], [-3.88062, -0.45433, -0.86035], [-4.15825, -1.21380, 0.48834], [-2.95954, -1.52395, 1.19370], [-1.31348, 1.80212, -0.73733], [0.97527, 1.21048, 1.19355], [2.54627, 1.46051, -1.34475], [2.97530, 1.85496, 0.33955], [4.67117, -0.20756, 1.00284], [4.50922, -2.73281, 1.03936], [2.85233, -3.51199, -0.48984], [0.25548, -0.57881, -1.02872], [-1.05108, -1.93771, 0.10883], [-1.93440, -0.75799, -2.15556], [-2.67265, -2.29356, -1.64004], [-4.80690, -0.78325, -1.54113], [-3.75375, 0.70374, -0.87184], [-4.75266, -0.68390, 1.33386], [-4.73938, -2.10052, 0.29096], [-2.89091, -0.98155, 2.11083]], "e_tot_ev": -23766.1669, "smiles": "O=C(O)[C@H](Cc1c[nH]cn1)NC(=O)[C@@H]1CCCN1", "orbital_gap_ha": 0.3404, "multiplicity": 1, "e_homo_ev": -8.9}


{"formula": "C11H16O3PdSSi", "method": "ωB97M-V with the def2-TZVPD basis set", "elements": ["Pd", "O", "C", "O", "C", "C", "C", "C", "C", "C", "S", "H", "H", "H", "H", "C", "Si", "C", "C", "H", "H", "H", "H", "H", "H", "H", "H", "H", "C", "O", "H", "H", "H"], "xyz": [[0.85813, -0.61918, -0.22687], [-1.64494, -3.84173, -1.48295], [-1.41697, -2.62327, -1.37088], [-0.32489, -2.04898, -1.63726], [-2.61199, -1.75210, -0.91761], [-3.84399, -2.40648, -0.92093], [-5.04285, -1.77036, -0.64713], [-5.01989, -0.41039, -0.36047], [-3.81323, 0.25699, -0.32356], [-2.58071, -0.38088, -0.57471], [-1.19315, 0.66892, -0.38450], [-3.82164, -3.46014, -1.16723], [-5.97950, -2.31819, -0.64893], [-5.94151, 0.12925, -0.16162], [-3.78024, 1.31352, -0.08187], [2.66078, 2.18656, -1.86779], [2.54400, 1.04983, -0.29249], [1.98704, 2.36375, 1.02509], [4.45572, 0.96468, 0.08580], [3.24141, 3.09121, -1.65437], [1.66249, 2.49090, -2.19598], [3.14044, 1.66988, -2.70612], [2.60788, 3.26837, 1.04140], [1.99327, 1.92589, 2.02821], [0.95462, 2.65487, 0.80813], [4.86170, 1.97746, 0.17978], [4.99601, 0.46122, -0.72324], [4.67294, 0.42512, 1.01294], [1.28154, -1.03668, 2.84271], [1.05441, -1.66353, 1.64641], [0.89576, -1.65088, 3.68538], [0.78642, -0.05127, 2.93375], [2.36096, -0.86435, 3.05692]], "e_tot_ev": -40001.8489, "s2": 2.0092, "total_charge": -2, "orbital_gap_ha": [0.2095, 0.2343], "multiplicity": 3, "e_homo_ev": [-0.3, -1.0]}


{"formula": "C11H16P", "method": "ωB97M-V with the def2-TZVPD basis set", "elements": ["C", "C", "C", "C", "C", "C", "C", "C", "C", "C", "C", "P", "H", "H", "H", "H", "H", "H", "H", "H", "H", "H", "H", "H", "H", "H", "H", "H"], "xyz": [[-1.24464, -3.13924, 1.22091], [-2.43641, -2.41831, 1.35856], [-0.19659, -2.59539, 0.53357], [-2.52603, -1.13776, 0.85755], [-0.20637, -1.28636, 0.06910], [-1.41310, -0.46586, 0.25465], [-1.54714, 0.91937, 0.36153], [0.98414, -0.71004, -0.68097], [1.17179, 1.80402, 1.27879], [2.58120, 1.46021, -1.08405], [-0.16154, 1.79631, -1.75041], [0.90116, 1.16400, -0.35447], [-1.30837, -4.23637, 1.39780], [-3.30442, -2.84787, 1.92415], [0.61234, -3.20852, 0.19617], [-3.46233, -0.49569, 0.91468], [0.89990, -0.72503, -1.79496], [-2.52683, 1.36965, 0.12822], [1.90751, -1.10160, -0.27717], [2.21341, 1.46791, 1.46213], [0.61325, 1.05632, 1.85651], [1.14494, 2.75704, 1.64670], [3.23174, 0.95748, -0.45043], [2.75194, 2.55471, -0.79797], [2.65843, 1.49344, -2.16539], [-1.01235, 0.97449, -1.96980], [0.37332, 1.85111, -2.60446], [-0.69893, 2.74199, -1.53095]], "e_tot_ev": -20944.2876, "total_charge": 1, "orbital_gap_ha": 0.2675, "multiplicity": 1, "e_homo_ev": -12.1}


{"formula": "C11H16Si2", "method": "ωB97M-V with the def2-TZVPD basis set", "elements": ["C", "C", "C", "C", "C", "C", "C", "C", "C", "C", "C", "Si", "Si", "H", "H", "H", "H", "H", "H", "H", "H", "H", "H", "H", "H", "H", "H", "H", "H"], "xyz": [[0.21280, -0.98981, 0.02012], [-0.94461, -0.70454, 0.07094], [3.94666, -2.69450, 0.32214], [3.35450, -2.60807, -0.94520], [3.40020, -2.06953, 1.40776], [2.12333, -1.95474, -1.08626], [2.24682, -1.35395, 1.29477], [1.58501, -1.33426, 0.04765], [1.47188, 2.16346, -0.38341], [-3.65410, -0.54133, -1.29722], [-3.25964, 0.31722, 1.81955], [0.48108, 3.39864, 0.66367], [-2.77317, -0.80868, 0.38307], [4.76763, -3.36069, 0.36904], [3.82278, -2.97252, -1.92926], [3.77515, -2.13103, 2.38160], [1.58951, -1.87301, -2.00148], [1.81134, -0.66012, 2.01087], [0.90984, 2.38028, -1.31157], [2.53199, 2.47399, -0.70948], [1.54727, 1.05454, -0.03284], [-2.92777, -0.01586, -1.81617], [-3.92424, -1.47464, -1.79177], [-4.52985, 0.02115, -1.02548], [-4.26384, 0.55989, 2.05412], [-2.91538, 0.01872, 2.82229], [-2.83484, 1.29424, 1.68542], [1.42008, 4.13284, 1.58809], [-2.84398, -2.28589, 0.98334]], "e_tot_ev": -27417.1675, "orbital_gap_ha": 0.2709, "multiplicity": 1, "e_homo_ev": -7.9}


Energy relative to the best compared isomer or geometry (same formula, charge and spin) for the records above, in order: 2.926 3.375 4.830 0.272 3.756 1.559 eV